25
Properties=species:S:1:pos:R:3 method="wB97M-V/def2-TZVPD" homo_ev="-11.125 / -11.739" total_charge=+1
C -1.7564 2.1813 0.4017
C -0.9001 1.5008 -0.3325
C 3.3507 0.7947 0.1440
C 0.2771 -0.3184 -1.4846
C -0.8121 0.0664 -0.5656
C 1.4848 -0.5440 -0.5213
C -3.0188 -0.7531 0.2167
C -1.5073 -0.8430 0.4311
N 1.8328 -1.5278 0.3547
O 4.1453 -0.0921 0.5603
O 2.1919 0.6130 -0.3978
H -1.5461 3.2117 0.8280
H -2.4556 1.6897 1.0673
H -0.0535 2.1186 -0.8263
H 3.7602 1.8228 0.0932
H 0.2899 -1.2952 -2.0192
H 0.6296 0.5526 -2.2617
H -3.1703 -0.1236 -0.6586
H -3.5650 -0.1551 0.9755
H -3.4626 -1.7427 0.4148
H -1.1948 -1.9693 0.4011
H -1.2643 -0.4133 1.4459
H 1.2810 -2.3841 0.1490
H 1.6709 -1.3736 1.2857
H 3.7929 -1.0164 0.2987

***

58
Properties=species:S:1:pos:R:3 method="wB97M-V/def2-TZVPD" homo_ev=-9.942 total_charge=+1
C 1.2529 4.9861 -1.9025
C 1.6150 4.4174 -0.5536
O 0.8729 3.1840 -0.3922
C 1.0264 2.7154 0.8787
C 0.2091 1.5582 1.1550
S -0.0531 1.1370 2.7554
C -0.1010 2.6897 3.7028
C -1.8284 0.7498 2.8115
O 1.8125 3.2748 1.6564
H 1.9160 5.8259 -2.1268
H 1.3459 4.2407 -2.7000
H 0.2263 5.3666 -1.8838
H 2.6933 4.2026 -0.4815
H 1.3338 5.1230 0.2426
H -0.2727 1.0345 0.3417
H 0.8378 3.2172 3.5244
H -0.9702 3.2825 3.3936
H -0.1978 2.3908 4.7542
H -2.0309 -0.0605 2.1057
H -2.0318 0.4252 3.8386
H -2.3932 1.6545 2.5631
C 1.5554 -3.4590 2.2081
C 0.3446 -2.9711 1.5345
N -0.8794 -3.4907 1.7926
C -1.1479 -4.4897 2.8130
C -1.8420 -2.9290 0.9473
C -1.1828 -1.9888 0.1194
C -1.9408 -1.2135 -0.7513
C -3.3307 -1.4083 -0.7903
C -3.9626 -2.3437 0.0496
C -3.2159 -3.1208 0.9482
C 0.2264 -1.9910 0.5033
C 1.2054 -1.1114 0.0377
C 1.3135 -0.6863 -1.3256
C 0.7432 -1.4022 -2.4187
C 0.7877 -0.8797 -3.7029
C 1.3713 0.3711 -3.9476
C 1.2875 0.9775 -5.3131
C 2.0147 1.0422 -2.8981
C 2.0290 0.5028 -1.6247
H 2.4192 -3.0354 1.6899
H 1.5982 -3.1438 3.2605
H 1.6303 -4.5567 2.1796
H -2.2237 -4.6796 2.8281
H -0.6188 -5.4277 2.5943
H -0.8315 -4.1350 3.8037
H -1.4476 -0.4892 -1.3957
H -3.9339 -0.8196 -1.4847
H -5.0444 -2.4689 0.0015
H -3.6625 -3.8508 1.6221
H 1.9967 -0.8104 0.7280
H 0.2706 -2.3699 -2.2381
H 0.3479 -1.4316 -4.5380
H 1.9369 1.8541 -5.3898
H 1.5798 0.2556 -6.0841
H 0.2617 1.2951 -5.5426
H 2.5118 1.9969 -3.0872
H 2.5696 0.9931 -0.8124

***

9
Properties=species:S:1:pos:R:3 method="wB97M-V/def2-TZVPD" homo_ev=-9.581 total_charge=0 smiles="C=O.NS"
C 0.7965 0.2111 -1.2526
O 0.2649 1.2847 -0.9207
H 1.8484 -0.0761 -1.1183
H 0.2719 -0.4150 -2.0153
N -0.9800 0.4558 1.1721
S -0.0613 -1.0968 0.8414
H -0.6098 0.9588 0.2947
H -0.5432 0.7040 2.0067
H -0.9873 -2.0265 0.9921

***

9
Properties=species:S:1:pos:R:3 method="wB97M-V/def2-TZVPD" homo_ev=-1.657 total_charge=-1 smiles=[O-]N1C[C@H]1O
O -1.4662 -0.8557 -1.1933
N -0.8625 0.1334 -0.4513
C 0.5289 0.5022 -0.7679
C 0.2165 -0.2881 0.5064
O 0.1552 0.1948 1.7380
H 0.8419 1.5188 -0.5716
H 0.9049 -0.1465 -1.5924
H 0.4048 -1.5020 0.4879
H -0.7234 0.4432 1.8443

***

F_max? In order: 0.0767 0.0410 0.0816 0.1226 Eh/bohr.
Energy relative to the best compared isomer or geometry (same formula, charge and spin)? In order: 506.88 348.81 230.95 502.24 kJ/mol.
Molecular weight? In order: 156.2 396.6 79.1 74.1 g mol⁻¹.